(1)
The following is a quantum chemistry calculation of a molecular structure, CH4Br2OSi in a non-equilibrium geometry, from OMol25.

orbital gap = 10.4 eV
LUMO level = 0.164 eV
HOMO energy = -10.28 eV

```
! RIJCOSX wB97M-V def2-TZVPD def2/J DEFGRID3
* xyz 0 1
C -0.88 0.31 1.00
O 0.46 0.15 0.74
Si 1.12 -0.38 -0.66
Br -1.33 2.11 0.24
Br -1.82 -1.03 -0.09
H -1.33 0.36 2.06
H 0.75 -1.85 -1.06
H 2.48 0.22 -0.35
H 0.56 0.11 -1.88
*
```

Atomic partial charges in e from the natural (NBO) method, atoms 1 to 4: C 0.02; O -0.88; Si 1.13; Br -0.03

(2)
The following is a quantum chemistry calculation of a molecular structure, C6H14FN2 in a non-equilibrium geometry, from OMol25.

orbital gap (alpha / beta) = 6.9 / 7.3 eV
LUMO level (alpha / beta) = -2.780 / -7.188 eV
HOMO energy (alpha / beta) = -9.66 / -14.52 eV

```
! RIJCOSX wB97M-V def2-TZVPD def2/J DEFGRID3
* xyz 1 3
C 0.72 0.33 1.05
C -0.39 3.45 -0.45
C 2.11 -1.96 0.82
C -1.09 -1.72 -1.19
C -0.25 2.60 0.80
C 0.70 -1.55 0.50
N 0.03 1.22 0.43
N 0.29 -1.67 -0.76
F 1.27 0.66 2.19
H -1.17 3.07 -1.10
H -0.65 4.46 -0.16
H 0.55 3.49 -1.00
H 2.18 -3.05 0.79
H 2.41 -1.64 1.81
H 2.81 -1.56 0.09
H -1.20 -2.50 -1.95
H -1.72 -1.98 -0.34
H -1.43 -0.78 -1.62
H -1.20 2.60 1.36
H 0.54 2.96 1.46
H -0.03 -1.86 1.25
H 0.98 -1.61 -1.50
H -0.39 0.93 -0.45
*
```

Atomic partial charges in e from the natural (NBO) method, atoms 1 to 4: C 0.56; C -0.62; C -0.65; C -0.44

(3)
The following is a quantum chemistry calculation of 12 unconnected molecules or ions with the total composition C24H72O12S12 in a non-equilibrium geometry, from OMol25.

orbital gap = 8.6 eV
LUMO level = 0.372 eV
HOMO energy = -8.24 eV

```
! RIJCOSX wB97M-V def2-TZVPD def2/J DEFGRID3
* xyz 0 1
C 9.15 17.75 19.32
S 10.16 17.26 20.68
O 10.08 15.77 20.69
C 11.74 17.72 19.92
H 9.61 18.61 18.80
H 8.16 17.94 19.70
H 9.19 17.02 18.58
H 12.56 17.47 20.60
H 11.74 18.77 19.84
H 12.03 17.28 18.99
C 9.83 5.97 15.96
S 9.21 6.62 14.37
O 10.27 6.88 13.44
C 8.40 5.10 13.92
H 10.58 5.18 15.75
H 8.94 5.63 16.44
H 10.24 6.82 16.50
H 8.01 5.23 12.92
H 7.58 4.90 14.63
H 9.04 4.22 14.04
C 9.23 11.62 23.08
S 8.43 12.68 21.77
O 7.10 12.09 21.54
C 8.27 14.28 22.69
H 8.56 11.47 23.88
H 10.19 12.05 23.39
H 9.51 10.68 22.61
H 7.89 14.19 23.67
H 7.61 14.87 22.06
H 9.27 14.71 22.63
C 16.28 10.72 16.51
S 17.39 11.86 17.29
O 16.92 13.23 16.89
C 16.83 11.57 18.97
H 16.21 9.83 17.19
H 16.61 10.45 15.54
H 15.24 11.16 16.68
H 17.25 10.65 19.40
H 15.74 11.65 19.11
H 17.40 12.38 19.54
C 17.13 15.70 19.42
S 15.55 15.53 20.17
O 15.37 16.73 21.07
C 14.52 15.85 18.67
H 17.28 16.60 18.87
H 17.24 14.80 18.75
H 17.70 15.66 20.33
H 14.99 16.79 18.24
H 13.44 16.02 18.94
H 14.57 15.02 17.93
C 14.26 12.63 21.94
S 12.95 13.77 21.38
O 11.67 12.99 21.67
C 13.15 14.93 22.75
H 14.40 11.95 21.13
H 13.96 12.03 22.82
H 15.18 13.16 22.27
H 13.58 14.40 23.60
H 12.12 15.30 22.84
H 13.92 15.68 22.45
C 8.84 10.36 14.93
S 7.08 10.30 14.92
O 6.59 11.62 15.41
C 6.77 10.38 13.11
H 9.12 10.51 15.96
H 9.25 11.18 14.34
H 9.14 9.42 14.55
H 5.84 9.76 12.86
H 7.62 9.85 12.64
H 6.76 11.43 12.73
C 13.64 14.01 15.88
S 13.18 13.13 14.42
O 13.36 11.63 14.79
C 14.77 13.74 13.67
H 14.54 13.44 16.24
H 12.92 13.87 16.68
H 13.80 15.11 15.72
H 14.88 13.31 12.63
H 15.60 13.40 14.32
H 14.72 14.84 13.45
C 10.67 9.65 10.73
S 11.89 10.58 11.71
O 10.95 11.51 12.46
C 12.51 9.38 12.84
H 10.16 8.98 11.43
H 11.03 9.08 9.84
H 9.86 10.37 10.39
H 11.66 8.74 13.15
H 12.97 9.94 13.66
H 13.27 8.86 12.28
C 6.65 10.03 19.07
S 7.09 8.34 18.79
O 8.14 8.43 17.69
C 7.89 8.09 20.32
H 7.49 10.56 19.41
H 6.00 10.19 19.91
H 6.21 10.45 18.18
H 7.40 8.77 21.04
H 8.97 8.30 20.14
H 7.82 7.08 20.78
C 8.40 14.79 14.74
S 9.56 14.68 16.10
O 10.07 16.10 16.30
C 8.49 14.37 17.43
H 7.91 13.89 14.49
H 9.00 15.03 13.83
H 7.67 15.56 14.95
H 7.77 13.49 17.20
H 7.84 15.27 17.61
H 9.06 14.21 18.31
C 12.45 9.33 17.52
S 12.58 10.13 19.09
O 13.99 10.54 19.20
C 11.51 11.52 18.67
H 12.78 8.35 17.63
H 13.01 9.96 16.87
H 11.39 9.42 17.18
H 11.66 12.29 19.44
H 10.46 11.12 18.68
H 11.60 11.82 17.61
*
```

Atomic partial charges in e from the Löwdin method, atoms 1 to 4: C -0.26; S 0.86; O -0.57; C -0.25

(4)
The following is a quantum chemistry calculation of a gas-phase ion, C5H12NO (charge -2) in a non-equilibrium geometry, from OMol25.

orbital gap (alpha / beta) = 2.9 / 6.5 eV
LUMO level (alpha / beta) = 6.826 / 6.737 eV
HOMO energy (alpha / beta) = 3.96 / 0.21 eV

```
! RIJCOSX wB97M-V def2-TZVPD def2/J DEFGRID3
* xyz -2 2
C 1.28 0.51 0.60
N 0.36 -0.67 0.90
C -1.05 -0.18 0.92
C -1.59 0.43 -0.32
C -1.75 -0.49 -1.54
O -2.95 -0.40 -2.07
C 2.77 0.07 0.37
H 1.20 1.23 1.47
H 1.03 1.07 -0.32
H 0.59 -1.43 0.20
H -1.13 0.58 1.72
H -1.72 -1.06 1.06
H -1.09 1.40 -0.46
H -2.65 0.71 -0.16
H -1.46 -1.52 -1.17
H -1.02 -0.18 -2.29
H 2.84 -0.70 -0.33
H 2.99 -0.34 1.42
H 3.35 0.95 0.00
*
```

Atomic partial charges in e from the natural (NBO) method, atoms 1 to 4: C -0.29; N -0.67; C -0.22; C -0.47

(5)
The following is a quantum chemistry calculation of 2 unconnected molecules or ions with the total composition C4H8NO in a non-equilibrium geometry, from OMol25.

orbital gap = 8.5 eV
LUMO level = -6.183 eV
HOMO energy = -14.64 eV

```
! RIJCOSX wB97M-V def2-TZVPD def2/J DEFGRID3
* xyz 1 1
C -1.62 -1.07 -1.24
C -1.39 -1.85 -2.24
C 1.37 0.81 1.84
C 0.51 0.87 0.61
N -0.47 0.10 0.47
O 0.91 1.56 -0.43
H -2.17 -0.25 -0.86
H -0.27 -2.00 -2.45
H -2.11 -2.26 -3.06
H 1.25 -0.24 2.31
H 2.43 1.04 1.54
H 1.12 1.53 2.56
H -1.07 -0.48 1.06
H 1.50 2.23 -0.11
*
```

Atomic partial charges in e from the natural (NBO) method, atoms 1 to 4: C 0.24; C -0.49; C -0.71; C 0.64

(6)
The following is a quantum chemistry calculation of a molecular structure, C29H24N4O9PtS, from OMol25.

orbital gap (alpha / beta) = 4.8 / 6.9 eV
LUMO level (alpha / beta) = 4.173 / 3.577 eV
HOMO energy (alpha / beta) = -0.62 / -3.30 eV

```
! RIJCOSX wB97M-V def2-TZVPD def2/J DEFGRID3
* xyz -2 5
Pt 0.64 -0.41 -0.46
C 0.72 -5.48 -3.63
C 0.61 -4.79 -2.29
C 1.60 -5.04 -1.30
C 1.53 -4.39 -0.05
C 0.52 -3.52 0.22
C -0.59 -3.21 -0.72
C -0.42 -3.95 -2.02
S 0.46 -2.68 1.77
O 1.42 -3.27 2.67
O -0.93 -2.71 2.18
N 0.97 -1.23 1.32
C 1.82 -0.46 2.22
C 2.51 0.68 1.47
O 3.35 1.34 2.07
O 2.15 0.87 0.25
H 1.76 -5.58 -3.93
H 0.19 -4.92 -4.40
H 0.29 -6.49 -3.58
H 2.42 -5.70 -1.51
H 2.29 -4.56 0.71
H -1.50 -3.59 -0.24
H -1.17 -3.74 -2.78
H 2.59 -1.10 2.66
H 1.24 -0.02 3.03
O -1.06 0.66 2.26
C -2.20 0.69 1.89
C -2.72 1.42 0.73
C -4.06 1.77 0.78
C -4.61 2.65 -0.14
C -3.80 3.22 -1.14
C -2.49 2.86 -1.24
C -1.90 1.88 -0.37
O -0.74 1.46 -0.63
N -5.99 3.01 -0.05
O -6.45 3.81 -0.87
O -6.69 2.49 0.82
H -3.00 0.20 2.49
H -4.68 1.38 1.57
H -4.24 3.93 -1.83
H -1.86 3.25 -2.03
N 2.09 0.39 -7.38
C 1.94 1.39 -6.39
O 2.09 2.57 -6.72
C 1.61 0.95 -5.07
C 1.36 -0.41 -4.70
C 1.09 -0.75 -3.42
N 1.02 0.16 -2.40
C 1.27 1.47 -2.72
C 1.54 1.88 -3.98
H 2.59 0.77 -8.17
H 2.49 -0.47 -7.05
H 1.35 -1.20 -5.44
H 0.88 -1.78 -3.14
H 1.24 2.15 -1.88
H 1.74 2.93 -4.18
C -0.78 -1.72 -1.00
C -2.06 -1.36 -1.58
C -2.19 -0.30 -2.51
C -3.41 0.04 -3.06
C -4.57 -0.65 -2.70
C -4.47 -1.70 -1.80
C -3.24 -2.05 -1.26
H -1.31 0.26 -2.79
H -3.46 0.86 -3.76
H -5.53 -0.37 -3.11
H -5.36 -2.24 -1.49
H -3.22 -2.85 -0.52
*
```

Atomic partial charges in e from the natural (NBO) method, atoms 1 to 4: Pt 1.31; C -0.62; C -0.07; C -0.21

(7)
The following is a quantum chemistry calculation of a single C4H9NO2 molecule, from OMol25.

orbital gap = 9.7 eV
LUMO level = 0.805 eV
SMILES = N[C@]1(O)C[C@H]1CO
HOMO energy = -8.90 eV

```
! RIJCOSX wB97M-V def2-TZVPD def2/J DEFGRID3
* xyz 0 1
N -2.20 -0.90 0.11
C -1.09 -0.05 -0.26
O -1.49 1.18 -0.77
C 0.08 -0.76 -0.85
C 0.22 -0.17 0.54
C 1.41 0.76 0.65
O 2.54 -0.08 0.43
H -3.08 -0.43 -0.02
H -2.21 -1.74 -0.47
H 0.05 -1.83 -0.98
H 0.61 -0.21 -1.62
H -1.20 1.84 -0.13
H 0.14 -0.86 1.37
H 1.39 1.56 -0.11
H 1.49 1.24 1.63
H 3.35 0.44 0.50
*
```

Atomic partial charges in e from the natural (NBO) method, atoms 1 to 4: N -0.85; C 0.40; O -0.71; C -0.44

(8)
The following is a quantum chemistry calculation of 2 unconnected molecules or ions with the total composition C2H8N2O2 in a non-equilibrium geometry, from OMol25.

orbital gap (alpha / beta) = 7.7 / 7.7 eV
LUMO level (alpha / beta) = -0.285 / -0.287 eV
HOMO energy (alpha / beta) = -7.96 / -7.95 eV

```
! RIJCOSX wB97M-V def2-TZVPD def2/J DEFGRID3
* xyz 0 1
C 1.47 1.21 0.80
C -1.04 -0.95 -1.64
N -0.49 -0.61 1.44
N -0.31 0.12 -0.97
O -0.52 0.58 1.91
O 0.45 -0.40 0.07
H 0.24 -1.18 1.91
H -0.95 0.80 -0.54
H 0.82 2.08 0.84
H 2.04 1.08 -0.10
H 1.94 0.94 1.73
H -0.33 -1.64 -2.09
H -1.65 -0.50 -2.42
H -1.69 -1.51 -0.95
*
```

Atomic partial charges in e from the natural (NBO) method, atoms 1 to 4: C -0.20; C -0.44; N -0.02; N -0.32

(9)
The following is a quantum chemistry calculation of a single C24H18ClN3O4 molecule in a non-equilibrium geometry, from OMol25.

orbital gap = 7.6 eV
LUMO level = -0.839 eV
SMILES = C[C@H]1C(=O)C2=C(C=C1Cl)N=C[C@@H]1C(=N2)Oc2cccc([N+](=O)[O-])c2[C@H]1Cc1ccccc1
HOMO energy = -8.48 eV

```
! RIJCOSX wB97M-V def2-TZVPD def2/J DEFGRID3
* xyz 0 1
O -1.17 4.06 0.44
O 0.89 -5.41 -0.25
O 0.47 -4.29 -2.02
Cl -3.25 4.80 -4.28
N -0.25 0.93 -3.14
N 0.57 2.03 -0.51
O 1.87 0.28 0.23
C -1.16 3.81 -0.78
C 0.02 -0.12 -2.42
C 0.71 0.73 -0.37
C -1.67 2.84 -3.42
C -0.46 2.61 -1.28
C -0.77 2.09 -2.53
C -2.27 4.01 -3.06
C 0.87 -0.68 4.46
C 3.87 -2.76 0.52
C -0.06 0.14 3.77
C 1.12 -1.96 3.94
C 3.50 -1.41 0.48
C 3.02 -3.72 0.04
C -0.68 -0.26 2.61
C 0.45 -2.43 2.78
C 2.19 -1.04 0.11
C 1.76 -3.39 -0.40
C -0.37 -1.53 2.04
C 1.33 -2.05 -0.35
N 0.99 -4.41 -0.92
C -3.47 4.90 -1.10
C -2.07 4.66 -1.72
C -0.24 -0.23 -0.95
C -0.96 -2.06 0.75
C -0.15 -1.74 -0.53
H 0.50 -0.96 -2.88
H -1.88 2.40 -4.38
H 1.38 -0.30 5.36
H 4.81 -3.05 0.88
H -0.22 1.12 4.21
H 1.75 -2.66 4.49
H 4.14 -0.66 0.86
H 3.38 -4.76 0.02
H -1.36 0.43 2.14
H 0.71 -3.40 2.41
H -3.32 5.43 -0.14
H -4.03 3.99 -0.86
H -4.11 5.53 -1.75
H -1.54 5.60 -1.88
H -1.24 0.08 -0.72
H -1.96 -1.68 0.59
H -1.05 -3.14 0.84
H -0.61 -2.36 -1.32
*
```

Atomic partial charges in e from the natural (NBO) method, atoms 1 to 4: O -0.53; O -0.36; O -0.38; Cl 0.00

(10)
The following is a quantum chemistry calculation of 2 unconnected molecules or ions with the total composition C5H11NO, from OMol25.

orbital gap = 9.0 eV
LUMO level = 0.790 eV
SMILES = C/C=C/C=C/N.O
HOMO energy = -8.23 eV

```
! RIJCOSX wB97M-V def2-TZVPD def2/J DEFGRID3
* xyz 0 1
N -0.45 -2.81 1.36
C -0.19 -1.59 0.67
C 0.85 -1.41 -0.14
C 1.20 -0.20 -0.89
C 0.68 1.00 -0.70
C 1.14 2.24 -1.43
H -0.04 -2.84 2.29
H -0.11 -3.63 0.87
H -0.89 -0.80 0.89
H 1.55 -2.24 -0.16
H 2.01 -0.30 -1.61
H -0.15 1.18 -0.03
H 0.38 3.03 -1.44
H 2.00 2.68 -0.92
H 1.40 2.08 -2.48
H -2.72 1.77 1.64
H -3.28 0.78 0.59
O -3.37 1.08 1.50
*
```

Atomic partial charges in e from the natural (NBO) method, atoms 1 to 4: N -0.85; C 0.02; C -0.27; C -0.22

(11)
The following is a quantum chemistry calculation of a single C16H22N6O molecule in a non-equilibrium geometry, from OMol25.

orbital gap = 10.0 eV
LUMO level = 0.594 eV
SMILES = c1cc([C@H](c2nnnn2C2CCCC2)N2CCOCC2)ccn1
HOMO energy = -9.44 eV

```
! RIJCOSX wB97M-V def2-TZVPD def2/J DEFGRID3
* xyz 0 1
C 0.83 3.06 1.54
N 0.71 4.22 0.92
C 0.69 4.22 -0.40
C 0.79 3.06 -1.16
C 0.92 1.84 -0.51
C 0.93 1.84 0.88
H 1.03 0.92 1.43
C 0.96 0.57 -1.33
C -0.45 0.32 -1.74
N -0.95 0.59 -2.92
N -2.24 0.30 -2.86
N -2.56 -0.13 -1.72
N -1.46 -0.14 -0.96
C -1.47 -0.56 0.42
H -0.42 -0.70 0.70
C -2.30 -1.84 0.60
H -2.74 -2.12 -0.36
C -3.42 -1.48 1.59
C -3.60 0.02 1.40
H -4.13 0.21 0.46
C -2.16 0.51 1.29
H -1.69 0.53 2.27
H -2.08 1.51 0.85
H -4.14 0.49 2.22
H -3.10 -1.69 2.61
H -4.33 -2.05 1.39
H -1.69 -2.67 0.95
N 1.51 -0.56 -0.59
C 1.35 -1.82 -1.30
C 2.15 -2.91 -0.55
O 2.40 -2.52 0.78
C 3.26 -1.41 0.83
C 2.92 -0.38 -0.26
H 3.09 0.63 0.10
H 3.55 -0.53 -1.15
H 4.31 -1.73 0.72
H 3.13 -0.98 1.83
H 3.09 -3.12 -1.07
H 1.57 -3.84 -0.49
H 0.29 -2.08 -1.32
H 1.70 -1.75 -2.34
H 1.52 0.76 -2.26
H 0.76 3.11 -2.24
H 0.59 5.19 -0.87
H 0.84 3.10 2.62
*
```

Atomic partial charges in e from the natural (NBO) method, atoms 1 to 4: C 0.04; N -0.41; C 0.05; C -0.25

(12)
The following is a quantum chemistry calculation of a molecular structure, C7H11N4O3ReS3, from OMol25.

orbital gap (alpha / beta) = 6.4 / 5.3 eV
LUMO level (alpha / beta) = -5.278 / -6.380 eV
HOMO energy (alpha / beta) = -11.69 / -11.71 eV

```
! RIJCOSX wB97M-V def2-TZVPD def2/J DEFGRID3
* xyz 1 4
Re -0.13 0.13 -0.18
N 0.37 0.39 2.02
N 1.00 1.61 2.36
C 1.37 2.49 1.40
N 2.12 3.51 1.72
S 0.94 2.27 -0.25
H -0.53 0.33 2.51
H 0.95 -0.37 2.36
H 1.21 1.76 3.33
H 2.47 3.64 2.65
H 2.63 4.00 0.92
N 1.57 -1.29 -0.47
C 2.61 -0.35 -0.87
C 2.54 0.28 -2.10
C 3.25 1.46 -2.27
C 3.99 1.99 -1.22
C 4.19 1.25 -0.06
C 3.49 0.07 0.12
S 4.51 3.72 -1.21
O 5.86 3.70 -0.71
O 4.28 4.17 -2.56
O 3.54 4.27 -0.24
H 1.43 -2.05 -1.14
H 1.85 -1.74 0.40
H 1.91 -0.10 -2.89
H 3.19 2.03 -3.19
H 4.85 1.63 0.71
H 3.58 -0.49 1.05
S -1.89 -0.06 -1.22
*
```

Atomic partial charges in e from the natural (NBO) method, atoms 1 to 4: Re 0.94; N -0.66; N -0.45; C 0.33